DFT (wB97M-V/def2-TZVPD) results for a cluster of 12 separate species, C48H84N12 in total.

Last column: Mulliken charge in e.
CARTESIAN COORDINATES (ANGSTROEM)
C 0.53226 3.04975 3.26611  -0.364
C 1.14030 4.43856 3.08363  -0.101
C 2.21587 4.57029 4.15564  0.315
C 2.34126 5.85312 4.70369  -0.086
N 2.43672 6.86368 5.25447  -0.507
H 1.33576 2.31571 3.20566  -0.249
H -0.08621 2.83500 2.39463  0.048
H -0.03303 3.04335 4.19805  0.345
H 0.26546 5.07662 3.20865  0.548
H 1.61447 4.50596 2.10449  -0.146
H 3.23369 4.24957 3.93360  0.120
H 1.85698 4.12553 5.08380  0.018
C 0.80620 0.51811 6.19191  -1.294
C 0.40886 -0.42533 5.00308  0.124
C -1.05089 -0.42812 4.67317  0.135
C -1.64060 0.89913 4.67654  0.459
N -2.13549 1.94121 4.65591  -0.666
H 0.80322 1.57802 5.93757  0.177
H 1.78531 0.25347 6.59116  0.416
H 0.25165 0.39523 7.12221  0.354
H 0.62642 -1.46078 5.26503  0.509
H 0.91782 -0.15220 4.07871  -0.496
H -1.55696 -1.11300 5.35356  0.479
H -1.08325 -0.87163 3.67800  -0.129
C -2.78067 5.45469 -0.24906  -1.369
C -3.21179 4.31350 0.68026  -0.033
C -4.44792 3.51616 0.40946  0.671
C -5.68527 4.26904 0.30462  0.083
N -6.66085 4.90921 0.11582  -0.525
H -3.40375 6.34896 -0.26120  0.393
H -2.89836 5.05534 -1.25641  0.331
H -1.75542 5.77336 -0.06086  0.330
H -3.21785 4.69430 1.70156  0.394
H -2.39085 3.59673 0.66030  -0.206
H -4.58527 2.83394 1.24839  0.071
H -4.28814 2.98287 -0.52765  -0.057
C -0.87300 0.81682 -0.21579  -1.252
C 0.40912 0.09834 0.35152  1.247
C 0.40214 -1.44703 0.25015  0.804
C 0.04118 -1.93519 -1.02961  -0.214
N -0.25716 -2.28082 -2.08469  -0.313
H -0.94979 1.88440 -0.00970  0.230
H -1.78110 0.35736 0.17454  0.172
H -1.08531 0.73532 -1.28180  0.123
H 0.44304 0.34693 1.41225  -0.665
H 1.24313 0.60934 -0.12952  0.018
H -0.36565 -1.72381 0.97263  0.358
H 1.37819 -1.86438 0.49763  -0.503
C 2.57043 -4.17744 0.58701  -0.220
C 3.12682 -5.24850 1.54020  -0.734
C 2.32136 -6.59400 1.45281  -0.513
C 0.86272 -6.40045 1.47331  0.290
N -0.28280 -6.26993 1.53795  -0.469
H 2.92739 -4.23699 -0.44116  0.295
H 2.98770 -3.21593 0.88613  -0.246
H 1.48398 -4.13366 0.66330  0.208
H 2.91458 -4.83871 2.52768  0.262
H 4.21381 -5.32571 1.56451  0.471
H 2.79986 -7.28863 2.14318  0.389
H 2.43227 -7.04938 0.46872  0.255
C 5.41740 1.23528 4.32921  -1.380
C 4.82906 1.53051 2.95462  0.329
C 4.39384 0.31996 2.15892  -0.016
C 3.68373 -0.84352 2.72103  0.205
N 3.17678 -1.72713 3.21810  -0.538
H 4.80606 0.59482 4.96495  0.318
H 5.55079 2.17529 4.86463  0.396
H 6.38359 0.73808 4.24335  0.384
H 5.61185 1.98471 2.34714  0.343
H 3.93607 2.15079 3.03153  -0.423
H 5.38624 0.01330 1.82848  0.436
H 3.83332 0.65972 1.28801  -0.073
C -4.93777 -1.00254 4.81305  -0.834
C -5.75624 -1.30751 3.51207  -0.939
C -5.19657 -0.98040 2.13853  0.941
C -3.93128 -1.63489 1.97844  0.199
N -2.87276 -2.13667 1.82663  -0.548
H -3.85673 -1.14193 4.81866  -0.051
H -5.35969 -1.47261 5.70137  0.370
H -4.99811 0.04621 5.10388  0.334
H -6.68173 -0.73170 3.51645  0.417
H -6.06965 -2.35123 3.48923  0.376
H -4.98328 0.07878 1.99449  -0.138
H -5.98305 -1.37569 1.49565  -0.101
C -6.95743 -1.77912 -1.53681  -1.248
C -5.51051 -2.44063 -1.71389  -0.436
C -4.44365 -1.58817 -2.52403  0.205
C -4.19168 -0.21114 -2.10671  0.194
N -4.00307 0.87641 -1.72602  -0.543
H -6.88248 -0.73800 -1.22288  0.320
H -7.45800 -2.31569 -0.73083  0.367
H -7.65954 -1.89183 -2.36292  0.360
H -5.71805 -3.42321 -2.13766  0.394
H -5.05361 -2.62678 -0.74194  0.224
H -4.70778 -1.41351 -3.56702  0.302
H -3.48113 -2.09922 -2.50203  -0.176
C -2.36201 0.87036 -5.26848  -1.321
C -1.10616 -0.05145 -5.11202  0.122
C 0.11631 0.65946 -4.56829  0.543
C 0.95148 1.43548 -5.61312  0.061
N 1.62871 2.02494 -6.31195  -0.499
H -2.49266 1.57524 -4.44740  0.313
H -3.27570 0.27779 -5.31469  0.331
H -2.37082 1.51275 -6.14902  0.361
H -0.78171 -0.67299 -5.94659  0.461
H -1.35324 -0.82000 -4.37964  -0.175
H 0.85130 -0.00814 -4.11862  -0.377
H -0.26435 1.37346 -3.83795  0.155
C 4.59780 4.88363 -2.89902  -0.907
C 3.77113 5.91837 -2.05970  -0.660
C 3.32237 5.33060 -0.67797  -0.410
C 2.52099 4.05582 -0.87074  0.178
N 1.93293 3.11558 -0.96973  -0.295
H 5.62225 4.88258 -2.52672  0.321
H 4.73703 5.13484 -3.95049  0.348
H 4.29999 3.83945 -2.80362  0.091
H 2.95741 6.34965 -2.64277  0.366
H 4.51161 6.69962 -1.88811  0.353
H 2.73281 6.07113 -0.13747  0.338
H 4.22425 5.22477 -0.07505  0.300
C 4.92991 -2.14733 -3.79541  -1.302
C 3.54523 -1.46021 -3.61537  -0.363
C 3.41520 -0.48603 -2.41195  1.245
C 4.41721 -0.89755 -1.40254  -0.026
N 5.20124 -1.18645 -0.59244  -0.598
H 5.18732 -3.02352 -3.20032  0.332
H 5.68570 -1.40826 -3.52957  0.340
H 5.17042 -2.38286 -4.83213  0.384
H 2.69083 -2.13323 -3.54372  0.238
H 3.24341 -0.85463 -4.46993  0.280
H 2.44368 -0.58497 -1.92774  -0.673
H 3.65421 0.48469 -2.84631  0.097
C -0.45147 -5.95040 -6.25882  -1.322
C -0.65471 -4.70943 -5.37275  -0.008
C -1.57099 -4.99202 -4.21981  0.115
C -1.27470 -6.21613 -3.45478  0.089
N -1.08753 -7.21665 -2.82028  -0.529
H 0.06161 -6.76118 -5.74163  0.365
H 0.09774 -5.59026 -7.12874  0.391
H -1.39202 -6.30845 -6.67747  0.312
H -1.00760 -3.83805 -5.92435  0.311
H 0.34033 -4.40053 -5.05245  0.067
H -2.59901 -5.15316 -4.54432  0.275
H -1.75579 -4.26424 -3.42970  -0.080

HOMO-LUMO gap (eV): 11.2
Total charge: 0

***

DFT (wB97M-V/def2-TZVPD) results for a cluster of 12 separate species, C48H84N12 in total.

Last column: Mulliken charge in e.
CARTESIAN COORDINATES (ANGSTROEM)
C 5.44207 -4.21745 1.62020  -1.043
C 5.65325 -2.70844 1.94138  -0.732
C 4.45288 -1.76726 1.63127  -0.190
C 4.09255 -1.72831 0.22493  0.387
N 3.81337 -1.67027 -0.90698  -0.529
H 4.85620 -4.49256 0.74317  0.270
H 4.86827 -4.68036 2.42306  0.310
H 6.36951 -4.78581 1.55016  0.362
H 6.50968 -2.34365 1.37433  0.361
H 5.97486 -2.57322 2.97404  0.391
H 4.62079 -0.75102 1.98788  0.389
H 3.58855 -2.10473 2.20322  0.150
C 1.67116 -4.37572 0.10276  -0.770
C 0.47701 -5.29890 0.39168  0.121
C 0.75977 -6.76404 0.13240  -0.420
C -0.21953 -7.59765 0.78795  0.101
N -0.97968 -8.30481 1.36440  -0.489
H 1.33670 -3.33877 0.07152  -0.545
H 2.11781 -4.55996 -0.87430  0.459
H 2.52043 -4.44683 0.78230  0.652
H -0.32511 -4.99531 -0.28104  0.048
H 0.15213 -5.11906 1.41648  0.182
H 1.71643 -7.03781 0.57730  0.337
H 0.63450 -7.02080 -0.91949  0.316
C 6.02132 4.94342 0.37188  -1.461
C 4.91938 4.67585 -0.59688  -0.251
C 4.38558 3.19065 -0.58232  0.812
C 4.00856 2.65851 0.74016  0.159
N 3.68948 2.26060 1.77407  -0.615
H 6.86711 4.26187 0.28116  0.344
H 5.69778 4.85569 1.40905  0.358
H 6.33700 5.98556 0.32298  0.408
H 5.12981 5.01587 -1.61088  0.469
H 4.12079 5.32538 -0.23846  -0.105
H 5.18220 2.52452 -0.91365  0.424
H 3.55755 3.00600 -1.26670  -0.572
C -2.13577 0.11913 -7.65929  -1.581
C -1.94530 0.00601 -6.15625  0.515
C -2.85773 0.88362 -5.30395  -0.666
C -2.45584 1.14078 -3.91229  0.260
N -2.06976 1.36861 -2.83316  -0.488
H -1.47460 -0.56405 -8.19241  0.374
H -1.87862 1.15320 -7.88876  0.377
H -3.16737 -0.13580 -7.90205  0.374
H -0.88796 0.19554 -5.97122  0.007
H -2.14517 -1.01172 -5.82102  0.054
H -3.87821 0.50064 -5.31237  0.341
H -2.87087 1.88702 -5.72952  0.458
C 1.32800 7.33148 -3.29472  -1.040
C 0.95750 7.96046 -1.89133  -0.575
C 1.70964 7.33530 -0.69708  -0.345
C 1.46493 5.87673 -0.65020  0.145
N 1.31112 4.74728 -0.63649  -0.374
H 1.11098 6.26330 -3.29516  0.295
H 2.40412 7.34193 -3.46775  0.297
H 0.82355 7.91678 -4.06353  0.329
H -0.09371 7.72878 -1.71996  0.295
H 1.06688 9.04491 -1.90099  0.380
H 1.40419 7.79717 0.24179  0.353
H 2.77706 7.49148 -0.85303  0.281
C 0.27303 -1.05937 1.46143  0.375
C 0.78738 0.26272 0.91028  0.267
C -0.28797 1.14301 0.13950  1.928
C -1.48145 1.55840 0.91357  -0.353
N -2.40345 1.89944 1.55990  -0.225
H 1.09786 -1.53271 1.99406  0.215
H 0.09373 -1.72033 0.61344  -0.565
H -0.56659 -1.03842 2.15620  -0.330
H 1.59847 0.03641 0.21816  -0.360
H 1.35410 0.82523 1.65224  0.526
H -0.63351 0.63532 -0.76103  -0.839
H 0.21441 2.04949 -0.19815  0.328
C -2.96144 -5.54515 2.80307  -0.721
C -2.68082 -6.02018 4.24232  -0.587
C -2.38155 -4.84163 5.21460  -0.466
C -1.50171 -3.87209 4.67420  0.447
N -0.79152 -3.03555 4.26846  -0.564
H -3.36420 -6.38765 2.24087  0.479
H -2.10908 -5.14421 2.25459  -0.176
H -3.76032 -4.80513 2.85054  0.355
H -1.81189 -6.67824 4.24576  0.299
H -3.53472 -6.59116 4.60691  0.365
H -1.94152 -5.19307 6.14786  0.371
H -3.31090 -4.33342 5.47179  0.212
C -2.76400 6.13427 5.21532  -1.147
C -3.86980 5.22655 4.52662  -0.610
C -3.33172 4.40442 3.36562  0.183
C -2.74022 5.29649 2.32296  0.129
N -2.24747 6.04105 1.54883  -0.476
H -1.96467 5.55052 5.67182  0.303
H -3.26295 6.78728 5.93137  0.344
H -2.23616 6.72833 4.46928  0.360
H -4.63059 5.88820 4.11247  0.352
H -4.30983 4.54302 5.25275  0.280
H -4.12491 3.83281 2.88373  0.302
H -2.53129 3.73028 3.67046  0.026
C 2.10407 1.26779 -2.86794  -0.056
C 3.50862 1.11268 -3.54921  -0.489
C 3.55820 -0.12310 -4.44506  -0.407
C 2.50058 -0.17312 -5.48451  0.136
N 1.68983 -0.23095 -6.28612  -0.482
H 2.02288 2.29246 -2.50525  0.052
H 2.03321 0.60934 -2.00219  -0.353
H 1.30917 1.12060 -3.59908  0.246
H 4.26455 1.02141 -2.76925  0.178
H 3.84217 1.94157 -4.17354  0.496
H 3.50236 -1.00255 -3.80354  0.097
H 4.49998 -0.10281 -4.99345  0.522
C -0.38514 -1.76610 -2.87531  1.018
C 0.60830 -2.81751 -3.30446  0.250
C 0.39917 -3.26615 -4.74897  -0.025
C -0.84593 -3.94658 -4.94411  -0.044
N -1.83033 -4.51899 -5.12140  -0.534
H -0.20171 -1.50182 -1.83386  -0.802
H -1.41188 -2.11733 -2.97806  0.025
H -0.22213 -0.88313 -3.49328  -0.378
H 0.67081 -3.65463 -2.60917  0.071
H 1.56784 -2.31249 -3.19337  -0.079
H 1.09957 -3.97589 -5.18920  0.470
H 0.32991 -2.39148 -5.39571  -0.084
C -3.13676 -3.04545 -0.00530  -0.957
C -3.10624 -1.50449 -0.18478  1.008
C -4.03631 -0.85214 -1.24481  -0.647
C -3.91957 -1.41384 -2.55890  0.038
N -3.81112 -1.82863 -3.62171  -0.466
H -2.84135 -3.58670 -0.90413  0.343
H -4.12957 -3.32408 0.34794  0.460
H -2.42025 -3.26438 0.78639  0.017
H -2.06905 -1.18356 -0.28136  -0.987
H -3.47146 -1.03224 0.72719  0.432
H -3.87072 0.22105 -1.33940  0.263
H -5.08244 -0.88836 -0.94083  0.500
C -4.22399 1.14982 6.48116  -1.304
C -2.95320 0.72638 5.86669  -0.555
C -3.04795 -0.09362 4.52734  0.596
C -4.00736 -1.22128 4.67588  0.027
N -4.74586 -2.10630 4.76965  -0.549
H -4.78207 0.28832 6.84788  0.405
H -4.86254 1.71063 5.79864  0.285
H -4.08221 1.77403 7.36341  0.368
H -2.50397 0.02884 6.57360  0.336
H -2.29558 1.58839 5.75445  0.366
H -2.13780 -0.54106 4.12795  0.036
H -3.47725 0.64330 3.84855  -0.022

Multiplicity: 2
HOMO-LUMO gap (alpha / beta) (eV): 10.1 / 2.4
Total charge: +1

***

no.,largest force on an atom (eV/Å)
1,6.63
2,5.40